This record from the Open Molecules 2025 dataset describes a cluster of 9 separate species, C44H67IN2O25PSSi in total in a non-equilibrium geometry. The level of theory is ωB97M-V/def2-TZVPD.

```
142
Properties=species:S:1:pos:R:3:lowdin_charge:R:1
C 2.3784 -0.7282 0.4878 -0.213
Si 3.0656 -0.5805 -1.3462 0.501
C 3.1223 1.3475 -1.7160 -0.233
C 1.8139 -1.3392 -2.5993 -0.289
C 1.6873 -2.9745 -2.5455 -0.263
C 0.1652 -3.5535 -2.7910 -0.195
C -0.7991 -3.1522 -1.5252 -0.205
C -2.2927 -2.5951 -1.9562 -0.182
C -2.2699 -1.4393 -3.1186 -0.222
C -3.5745 -0.4470 -3.1406 -0.189
C -3.8045 0.4334 -1.7771 -0.139
C -2.4351 0.9849 -1.0642 -0.270
N -2.5251 0.8272 0.4684 -0.026
C -2.9100 1.9562 1.2027 -0.559
P -2.9870 1.8467 3.1242 0.534
O -1.2894 1.6370 3.5935 -0.416
I -4.1013 -0.2156 3.8810 0.489
S -3.2365 3.3745 0.0237 0.988
C -2.0677 2.5749 -1.2589 -0.407
C -0.6125 3.1506 -0.7703 -0.268
N 0.2398 2.1703 0.0048 -0.018
C 4.8248 -1.3636 -1.3744 -0.220
C 6.0983 -0.4134 -0.8695 -0.052
C 7.6565 -0.9260 -0.8110 -0.032
C 7.9926 -2.4989 -1.2544 -0.042
C 6.7562 -3.4557 -1.7519 -0.063
C 5.2041 -2.8975 -1.8168 -0.070
H 1.6037 -1.6172 0.5369 0.030
H 1.9289 0.3022 0.8682 0.025
H 3.3307 -1.0095 1.1421 0.061
H 3.9217 1.5796 -2.5708 0.056
H 3.4317 1.8840 -0.6966 0.056
H 2.0304 1.6997 -2.0435 0.031
H 0.7403 -0.9165 -2.2925 0.054
H 1.9729 -0.9560 -3.7187 0.107
H 2.4237 -3.3996 -3.3675 0.112
H 2.0442 -3.3700 -1.4845 0.112
H 0.2644 -4.7421 -2.7683 0.122
H -0.2818 -3.2876 -3.8482 0.119
H -0.2360 -2.3850 -0.8210 0.086
H -0.9674 -4.1254 -0.8816 0.117
H -2.9940 -3.4608 -2.3233 0.124
H -2.7635 -2.0963 -0.9891 0.094
H -2.2238 -1.9803 -4.1818 0.091
H -1.3093 -0.7461 -3.0836 0.097
H -4.5299 -1.1545 -3.2481 0.123
H -3.5509 0.1883 -4.1376 0.128
H -4.5158 -0.1125 -0.9889 0.137
H -4.4208 1.4008 -2.1084 0.126
H -1.4066 0.4676 -1.2737 0.136
H -2.2452 -0.1183 0.8135 0.154
H -0.8892 0.8846 3.0330 0.064
H -2.2000 3.0409 -2.3459 0.155
H -0.8369 4.0545 -0.0243 0.110
H 0.0431 3.5574 -1.6545 0.131
H 0.4653 1.3061 -0.5348 0.037
H -0.1308 1.9696 0.9593 0.052
H 5.8561 0.6892 -0.5603 0.079
H 8.4625 -0.1590 -0.4376 0.077
H 9.1273 -2.8253 -1.1663 0.095
H 6.9887 -4.5716 -2.0433 0.088
H 4.3704 -3.6414 -2.1654 0.072
C -5.5859 6.7037 4.5274 -0.133
C -4.3047 5.9390 4.6101 -0.146
O -4.3769 5.0623 3.5018 0.016
C -5.2303 5.6310 2.6008 -0.518
O -5.3949 5.2307 1.4605 0.073
O -5.8743 6.7062 3.1418 0.074
H -5.4862 7.7252 4.9045 0.132
H -6.4047 6.2066 5.0580 0.137
H -3.4258 6.5822 4.4958 0.098
H -4.2150 5.3772 5.5439 0.140
C -5.9250 -3.7971 -6.8006 -0.133
C -6.0985 -3.7667 -5.3167 -0.137
O -4.7698 -3.8147 -4.8327 0.050
C -3.9671 -3.3381 -5.8288 -0.499
O -2.7823 -3.0810 -5.6949 0.106
O -4.6631 -3.1860 -6.9932 0.074
H -6.7086 -3.2414 -7.3230 0.141
H -5.8878 -4.8174 -7.1966 0.141
H -6.5682 -2.8403 -4.9696 0.135
H -6.6768 -4.6183 -4.9478 0.142
C -8.9646 -1.1204 3.5121 -0.130
C -7.6834 -1.8850 3.5948 -0.154
O -7.7556 -2.7617 2.4865 0.043
C -8.6090 -2.1930 1.5855 -0.503
O -8.7736 -2.5934 0.4452 0.132
O -9.2530 -1.1178 2.1265 0.074
H -8.8650 -0.0988 3.8892 0.141
H -9.7834 -1.6175 4.0427 0.142
H -6.8045 -1.2419 3.4805 0.029
H -7.5937 -2.4468 4.5286 0.144
C 11.3764 -1.2221 3.3767 -0.126
C 10.0795 -1.8171 2.9329 -0.146
O 9.6023 -0.8846 1.9817 0.047
C 10.6897 -0.2082 1.5087 -0.516
O 10.6670 0.5514 0.5547 0.115
O 11.8054 -0.4936 2.2417 0.068
H 12.1122 -1.9836 3.6495 0.141
H 11.2533 -0.5292 4.2157 0.128
H 10.2107 -2.7872 2.4421 0.139
H 9.3693 -1.9287 3.7568 0.102
C 6.6431 -0.6810 -4.7296 -0.140
C 5.5990 -1.7410 -4.8681 -0.158
O 5.3353 -1.7583 -6.2582 0.061
C 6.4427 -1.2560 -6.8785 -0.515
O 6.6287 -1.2826 -8.0837 0.133
O 7.3149 -0.7214 -5.9746 0.067
H 7.3361 -0.8839 -3.9085 0.121
H 6.2115 0.3160 -4.5931 0.133
H 5.9627 -2.7284 -4.5647 0.122
H 4.6918 -1.5077 -4.3040 0.108
C -2.0812 9.1581 1.3350 -0.133
C -1.7775 10.3849 2.1323 -0.131
O -2.5597 10.2164 3.2993 0.083
C -2.7853 8.8770 3.4359 -0.467
O -3.2811 8.3592 4.4227 0.103
O -2.3828 8.1930 2.3252 0.067
H -1.2318 8.8363 0.7261 0.139
H -2.9552 9.2856 0.6878 0.141
H -0.7225 10.4465 2.4193 0.140
H -2.0571 11.3023 1.6070 0.143
C 9.3563 2.3211 5.7620 -0.134
C 7.9849 2.5350 5.2084 -0.137
O 7.7042 1.3129 4.5529 0.072
C 8.4889 0.3602 5.1364 -0.492
O 8.3830 -0.8379 4.9340 0.114
O 9.4062 0.9231 5.9762 0.064
H 9.5166 2.8627 6.6983 0.140
H 10.1420 2.5981 5.0514 0.139
H 7.2377 2.6954 5.9928 0.137
H 7.9460 3.3707 4.5043 0.140
C -9.0699 -5.8477 0.9062 -0.146
C -7.8850 -5.9754 1.8078 -0.150
O -7.8492 -7.3585 2.1042 0.063
C -8.4978 -7.9991 1.0880 -0.515
O -8.5091 -9.2088 0.9326 0.136
O -9.1308 -7.1096 0.2685 0.065
H -8.9494 -5.0473 0.1710 0.120
H -10.0009 -5.6859 1.4594 0.140
H -6.9498 -5.6957 1.3114 0.138
H -7.9924 -5.3853 2.7221 0.123
```

Output
M: 1242.0 g/mol
net charge: +1
E_HOMO: -10.1 eV